A single C5H10O2 molecule at a distorted geometry. Source: the OMol25 dataset; level of theory: ωB97M-V/def2-TZVPD.

Calculated values
E_HOMO = -9.78 eV
molecular weight = 102.1 g mol⁻¹
gap between HOMO and LUMO = 10.73 eV
lowest unoccupied orbital energy = 1.0 eV

Geometry as XYZ:
```
17
C5H10O2 (ωB97M-V/def2-TZVPD)
C 2.6030 -0.5911 -0.2985
C 1.2164 -0.7597 0.3155
O 0.2580 -0.0589 -0.4669
C -1.0616 0.0496 0.0237
C -1.4433 1.4044 0.7535
C -1.9979 -0.2251 -1.1530
O -3.1335 0.1814 -1.1798
H 2.8776 0.4664 -0.3664
H 3.3525 -1.0970 0.3234
H 2.6556 -1.0237 -1.3027
H 0.9581 -1.8295 0.3682
H 1.2163 -0.3612 1.3383
H -1.3011 -0.5249 0.8986
H -2.3373 1.7959 0.2670
H -1.6966 1.3189 1.8297
H -0.5814 2.0584 0.6612
H -1.5850 -0.8039 -2.0118
```

---

C5H10O2 as an isolated structure. Source: the OMol25 dataset; level of theory: ωB97M-V/def2-TZVPD.

Calculated values
E_HOMO = -8.90 eV
molecular weight = 102.1 g mol⁻¹
gap between HOMO and LUMO = 9.97 eV
lowest unoccupied orbital energy = 1.1 eV

Geometry as XYZ:
```
17
C5H10O2 (ωB97M-V/def2-TZVPD)
C 0.8470 -2.0182 0.3057
C 0.1069 -1.5766 1.5328
O 0.0605 -0.4416 1.9545
C 0.1602 0.6212 -1.9835
C -0.7181 1.3803 -1.3279
C 0.4321 1.7830 -0.4406
O 1.2917 0.8994 -1.2416
H 1.5304 -2.8311 0.5794
H 0.1279 -2.4394 -0.4086
H 1.3880 -1.1874 -0.1550
H -0.4245 -2.3893 2.0720
H -1.9188 0.9998 1.7665
H 0.2089 -0.0513 -2.8337
H -1.7642 1.6310 -1.4113
H -2.5268 1.3575 1.5280
H 0.4166 1.4484 0.5997
H 0.7822 2.8144 -0.5363
```

---

A single C5H10O2 molecule at a distorted geometry. Source: the OMol25 dataset; level of theory: ωB97M-V/def2-TZVPD.

Calculated values
E_HOMO = -9.15 eV
molecular weight = 102.1 g mol⁻¹
gap between HOMO and LUMO = 10.09 eV
lowest unoccupied orbital energy = 0.9 eV

Geometry as XYZ:
```
17
C5H10O2 (ωB97M-V/def2-TZVPD)
C -2.0698 -0.4134 -1.1900
O -0.6744 -0.3473 -0.9756
C -0.3749 0.6477 -0.0563
C -0.4762 0.3507 1.4202
C 0.8424 0.5199 0.7527
C 1.9493 -0.4855 0.5524
O 2.2882 -0.9475 -0.7365
H -2.4557 0.5437 -1.5713
H -2.5943 -0.6524 -0.2547
H -2.2539 -1.1969 -1.9260
H -0.5449 1.6640 -0.4009
H -0.7041 1.1571 2.1043
H -0.7878 -0.6468 1.7154
H 1.2397 1.6036 0.9592
H 2.4610 0.4590 0.8200
H 2.1888 -1.2471 1.3104
H 1.5112 -0.9799 -1.3093
```

---

A 2-piece molecular cluster, C5H10O2 overall. Source: the OMol25 dataset; level of theory: ωB97M-V/def2-TZVPD.

Calculated values
E_HOMO = -8.76 eV
molecular weight = 102.1 g mol⁻¹
gap between HOMO and LUMO = 9.58 eV
lowest unoccupied orbital energy = 0.8 eV

Geometry as XYZ:
```
17
C5H10O2 (ωB97M-V/def2-TZVPD)
C 2.1432 1.0402 -0.3855
O 0.7356 1.1292 -0.3982
C 0.0838 0.0741 -0.9607
C 0.1185 -1.9258 1.2953
O -0.4237 -2.9959 1.1804
C -1.2274 -0.0879 -0.7867
C -2.0580 0.8469 0.0464
H 2.4908 0.2933 0.3419
H 2.5387 0.7851 -1.3775
H 2.5175 2.0223 -0.0909
H 0.6929 -0.5954 -1.5704
H -0.3715 -1.0437 1.7573
H 1.1704 -1.7558 0.9704
H -1.7001 -0.9446 -1.2577
H -3.1130 0.8028 -0.2354
H -1.9932 0.5955 1.1139
H -1.7144 1.8804 -0.0599
```

---

A single C5H10O2 molecule at a distorted geometry. Source: the OMol25 dataset; level of theory: ωB97M-V/def2-TZVPD.

Calculated values
E_HOMO = -9.69 eV
molecular weight = 102.1 g mol⁻¹
gap between HOMO and LUMO = 10.64 eV
lowest unoccupied orbital energy = 1.0 eV

Geometry as XYZ:
```
17
C5H10O2 (ωB97M-V/def2-TZVPD)
O 2.8836 -0.4990 -0.7910
C 1.7603 -0.8991 -0.0460
C 0.4460 -0.2626 -0.5220
C -0.7050 -0.7779 0.3843
C -1.7936 0.2445 0.1198
C -1.0609 1.5262 0.1559
O 0.4135 1.1605 -0.4080
H 2.8244 0.4629 -0.8437
H 1.8886 -0.6947 1.0317
H 1.6829 -1.9921 -0.1619
H 0.2849 -0.5822 -1.5694
H -0.3298 -0.6607 1.4087
H -0.9812 -1.8228 0.1991
H -2.4494 0.6562 0.9261
H -2.3983 0.0262 -0.7724
H -0.7631 1.7835 1.1694
H -1.7028 2.3310 -0.2808
```

---

A single C5H10O2 molecule. Source: the OMol25 dataset; level of theory: ωB97M-V/def2-TZVPD.

Calculated values
E_HOMO = -9.60 eV
molecular weight = 102.1 g mol⁻¹
gap between HOMO and LUMO = 10.55 eV
lowest unoccupied orbital energy = 0.9 eV

Geometry as XYZ:
```
17
C5H10O2 (ωB97M-V/def2-TZVPD)
C -1.6125 -2.0734 0.2779
C -1.2171 -0.7180 -0.2699
O 0.0119 -0.3420 0.3202
C 0.5568 0.8639 -0.1696
C 0.9990 1.7537 0.9814
C 1.7237 0.5368 -1.0934
O 2.5822 1.3266 -1.4034
H -1.6732 -2.0417 1.3694
H -2.5871 -2.3769 -0.1159
H -0.8742 -2.8293 -0.0023
H -1.1231 -0.7591 -1.3672
H -1.9865 0.0345 -0.0352
H -0.1870 1.4024 -0.7797
H 1.5840 2.5922 0.5944
H 0.1336 2.1328 1.5306
H 1.6264 1.1831 1.6725
H 1.7253 -0.5089 -1.4680
```

---

A single C5H10O2 molecule at a distorted geometry. Source: the OMol25 dataset; level of theory: ωB97M-V/def2-TZVPD.

Calculated values
E_HOMO = -9.19 eV
molecular weight = 102.1 g mol⁻¹
gap between HOMO and LUMO = 10.13 eV
lowest unoccupied orbital energy = 0.9 eV

Geometry as XYZ:
```
17
C5H10O2 (ωB97M-V/def2-TZVPD)
C -1.6616 -1.5399 0.2076
C -0.7401 -0.4493 -0.4152
C 0.9655 -0.2780 -0.5669
C 2.0014 0.4424 0.4251
O 1.9775 1.8511 0.4591
C -1.3593 0.8719 -0.5498
O -0.5198 0.6824 0.5504
H -2.1277 -2.2666 -0.4789
H -1.0716 -2.1072 0.9240
H -2.4991 -1.0797 0.7712
H 1.0734 0.2669 -1.5034
H 1.2921 -1.2991 -0.6051
H 3.0058 0.1987 0.0264
H 1.9725 0.0268 1.4449
H 1.0921 2.0830 0.7649
H -2.3379 1.0419 -0.1137
H -1.0633 1.5546 -1.3406
```

---

A single C5H10O2 molecule. Source: the OMol25 dataset; level of theory: ωB97M-V/def2-TZVPD.

Calculated values
E_HOMO = -9.52 eV
molecular weight = 102.1 g mol⁻¹
gap between HOMO and LUMO = 10.38 eV
lowest unoccupied orbital energy = 0.9 eV

Geometry as XYZ:
```
17
C5H10O2 (ωB97M-V/def2-TZVPD)
O 2.3357 0.0824 1.0718
C 1.6066 -0.5737 0.0523
C 0.1299 -0.3541 0.3067
C -0.3459 1.0970 0.2087
C -1.8472 0.9177 -0.0179
O -2.0103 -0.3306 -0.6866
C -0.7702 -1.0153 -0.7369
H 3.2706 -0.1195 0.9501
H 1.8663 -0.1788 -0.9452
H 1.8197 -1.6553 0.0466
H -0.1095 -0.7445 1.3047
H -0.1133 1.6918 1.0952
H 0.1210 1.5790 -0.6603
H -2.2889 1.7114 -0.6313
H -2.3929 0.8877 0.9358
H -0.3253 -0.9143 -1.7424
H -0.9463 -2.0809 -0.5514
```

---

C5H10O2 as an isolated structure at a distorted geometry. Source: the OMol25 dataset; level of theory: ωB97M-V/def2-TZVPD.

Calculated values
E_HOMO = -10.07 eV
molecular weight = 102.1 g mol⁻¹
gap between HOMO and LUMO = 11.06 eV
lowest unoccupied orbital energy = 1.0 eV

Geometry as XYZ:
```
17
C5H10O2 (ωB97M-V/def2-TZVPD)
C -2.1192 -0.5672 0.4681
C -1.1343 0.1751 -0.4094
O -1.2051 1.5510 -0.0914
C 0.2725 -0.3822 -0.2456
C 1.4162 0.5459 -0.5735
C 2.1639 -0.2696 0.4501
O 0.8658 -0.4533 1.0988
H -3.1166 -0.1334 0.3658
H -2.1597 -1.6259 0.1888
H -1.7972 -0.4891 1.5101
H -1.3989 0.0284 -1.4760
H -0.3990 1.9637 -0.4296
H 0.3327 -1.3982 -0.6559
H 1.7500 0.7936 -1.5944
H 1.0854 1.2587 0.2306
H 2.9257 0.2564 1.0338
H 2.5179 -1.2540 0.1297
```

---

A single C5H10O2 molecule at a distorted geometry. Source: the OMol25 dataset; level of theory: ωB97M-V/def2-TZVPD.

Calculated values
E_HOMO = -8.16 eV
molecular weight = 102.1 g mol⁻¹
gap between HOMO and LUMO = 8.73 eV
lowest unoccupied orbital energy = 0.6 eV

Geometry as XYZ:
```
17
C5H10O2 (ωB97M-V/def2-TZVPD)
C 0.1407 -0.3205 0.6632
C -0.2523 1.4661 -0.9975
C 0.8282 -0.0636 -0.7359
C -1.2159 -0.9799 0.6465
C 1.3568 -1.2603 0.5975
O -1.2198 1.9764 -0.1692
O 2.4307 -1.0382 1.2024
H -0.8008 2.3939 0.5996
H 0.3021 0.4617 1.4004
H -0.7158 1.1321 -1.9213
H 0.5375 2.1970 -1.1690
H 1.0501 -2.2862 0.3271
H 1.7383 0.5258 -0.8206
H 0.5167 -0.7035 -1.5609
H -2.0258 -0.2793 0.4255
H -1.4022 -1.4494 1.6175
H -1.2682 -1.7723 -0.1052
```

---

A 2-piece molecular cluster, C5H10O2 overall. Source: the OMol25 dataset; level of theory: ωB97M-V/def2-TZVPD.

Calculated values
E_HOMO = -9.97 eV
molecular weight = 102.1 g mol⁻¹
gap between HOMO and LUMO = 10.75 eV
lowest unoccupied orbital energy = 0.8 eV

Geometry as XYZ:
```
17
C5H10O2 (ωB97M-V/def2-TZVPD)
C -1.6823 -0.9280 -1.0977
C -0.0032 0.5051 1.0383
C 0.8086 -0.7396 1.0643
O 0.6960 -1.9468 0.3777
C 1.5334 0.5107 0.7150
C 0.5808 1.3883 0.0005
O 0.3657 1.4177 -1.3824
H -2.5117 -0.2162 -1.1029
H -1.7763 -1.6258 -0.2637
H -1.6403 -1.4686 -2.0443
H -0.6410 0.8417 1.8504
H 0.9821 -1.0135 2.1095
H 1.0519 -1.8629 -0.5115
H 2.4409 0.8578 1.1948
H -0.7621 -0.3687 -0.9956
H 0.6356 2.4146 0.3869
H -0.2351 2.1633 -1.5286
```

---

A 2-piece molecular cluster, C5H10O2 overall. Source: the OMol25 dataset; level of theory: ωB97M-V/def2-TZVPD.

Calculated values
E_HOMO = -9.73 eV
molecular weight = 102.1 g mol⁻¹
gap between HOMO and LUMO = 10.55 eV
lowest unoccupied orbital energy = 0.8 eV

Geometry as XYZ:
```
17
C5H10O2 (ωB97M-V/def2-TZVPD)
O -1.8325 0.3222 -1.0263
C -1.0767 1.3257 -0.3596
C -0.9533 0.9332 1.0829
C 0.7654 -1.6872 -1.0938
C 1.6109 -1.3163 0.0918
O 2.4858 -0.4803 0.0740
C 0.1685 1.0411 1.7890
H -1.9727 0.6096 -1.9365
H -0.0747 1.4432 -0.8023
H -1.5951 2.2957 -0.4291
H -1.8728 0.5662 1.5393
H -0.2833 -1.4282 -0.8949
H 1.1130 -1.1403 -1.9744
H 0.8254 -2.7653 -1.2669
H 1.3939 -1.8869 1.0212
H 1.0989 1.3867 1.3418
H 0.1993 0.7809 2.8438
```

---

A single C5H10O2 molecule. Source: the OMol25 dataset; level of theory: ωB97M-V/def2-TZVPD.

Calculated values
E_HOMO = -10.17 eV
molecular weight = 102.1 g mol⁻¹
gap between HOMO and LUMO = 11.12 eV
lowest unoccupied orbital energy = 0.9 eV

Geometry as XYZ:
```
17
C5H10O2 (ωB97M-V/def2-TZVPD)
C 0.5228 -1.5646 0.0691
C 0.1274 -0.2536 -0.5896
C 0.3346 1.0581 0.1553
C -0.1413 0.9812 1.5989
O -1.4411 0.4350 1.6959
C -0.0451 -0.1748 -2.0419
O -1.1742 -0.3538 -1.1980
H 1.2314 -1.4277 0.8895
H -0.3824 -2.0176 0.4841
H 0.9518 -2.2736 -0.6453
H -0.2455 1.8213 -0.3801
H 1.3847 1.3798 0.1248
H -0.1249 1.9836 2.0488
H 0.5476 0.3577 2.1881
H -1.7734 0.2824 0.8008
H 0.2318 -1.0287 -2.6615
H -0.0043 0.7953 -2.5388
```

---

A single C5H10O2 molecule. Source: the OMol25 dataset; level of theory: ωB97M-V/def2-TZVPD.

Calculated values
E_HOMO = -9.93 eV
molecular weight = 102.1 g mol⁻¹
gap between HOMO and LUMO = 10.97 eV
lowest unoccupied orbital energy = 1.0 eV

Geometry as XYZ:
```
17
C5H10O2 (ωB97M-V/def2-TZVPD)
C 2.1363 -0.2654 -0.3092
C 0.7721 0.2446 0.1923
O -0.0047 1.1419 -0.6758
C -1.3406 1.1708 -0.0963
C -1.5110 -0.1442 0.6962
C -0.2563 -0.8842 0.2590
O -0.3935 -1.2942 -1.0910
H 2.5338 0.3016 -1.1517
H 2.0763 -1.3187 -0.6119
H 2.8680 -0.2023 0.5067
H 0.9084 0.8094 1.1193
H -2.0862 1.2503 -0.8955
H -1.4365 2.0565 0.5418
H -1.5283 0.0335 1.7774
H -2.3998 -0.7171 0.4217
H 0.0012 -1.7532 0.8699
H -0.3392 -0.4293 -1.5527
```

---

Calculated energy relative to the best compared isomer or geometry (same formula, charge and spin) (kcal/mol), listed in the same order as above: 50.7, 101.4, 96.2, 68.5, 59.1, 38.6, 111.3, 34.9, 71.0, 109.7, 101.5, 54.3, 51.5, 39.1